No. 1
{
  "formula": "C42H63N9O3",
  "method": "ωB97M-V/def2-TZVPD",
  "gap_ev": 9.668,
  "smiles": "COC[C@H](C)N.COC[C@H](C)N.COC[C@H](C)N.c1ccncc1.c1ccncc1.c1ccncc1.c1ccncc1.c1ccncc1.c1ccncc1",
  "e_lumo_ev": 0.6,
  "energy_ha": -2356.5096,
  "elements": ["N", "C", "C", "C", "C", "C", "H", "H", "H", "H", "H", "N", "C", "C", "C", "C", "C", "H", "H", "H", "H", "H", "N", "C", "C", "C", "C", "C", "H", "H", "H", "H", "H", "N", "C", "C", "C", "C", "C", "H", "H", "H", "H", "H", "N", "C", "C", "C", "C", "C", "H", "H", "H", "H", "H", "N", "C", "C", "C", "C", "C", "H", "H", "H", "H", "H", "C", "C", "C", "O", "C", "N", "H", "H", "H", "H", "H", "H", "H", "H", "H", "H", "H", "C", "C", "C", "O", "C", "N", "H", "H", "H", "H", "H", "H", "H", "H", "H", "H", "H", "C", "C", "C", "O", "C", "N", "H", "H", "H", "H", "H", "H", "H", "H", "H", "H", "H"],
  "xyz": [[11.50, 14.90, 12.11], [10.87, 15.81, 11.28], [11.45, 17.05, 10.99], [12.75, 17.31, 11.36], [13.45, 16.39, 12.14], [12.75, 15.21, 12.48], [9.89, 15.51, 10.94], [10.80, 17.84, 10.63], [13.12, 18.32, 11.28], [14.33, 16.61, 12.72], [13.32, 14.54, 13.11], [11.27, 21.48, 19.68], [11.74, 21.20, 20.93], [12.49, 20.03, 21.20], [12.74, 19.14, 20.16], [12.36, 19.44, 18.84], [11.53, 20.54, 18.68], [11.51, 21.89, 21.74], [12.85, 19.93, 22.21], [13.29, 18.22, 20.32], [12.62, 18.74, 18.07], [10.99, 20.80, 17.78], [13.33, 24.02, 14.29], [14.68, 24.08, 14.09], [15.57, 24.91, 14.85], [14.95, 25.82, 15.68], [13.61, 25.80, 15.92], [12.83, 24.92, 15.13], [15.00, 23.38, 13.33], [16.65, 24.92, 14.78], [15.62, 26.44, 16.27], [13.13, 26.46, 16.63], [11.75, 24.84, 15.19], [10.25, 22.44, 10.58], [11.05, 21.37, 10.40], [11.07, 20.57, 9.22], [10.04, 20.89, 8.24], [9.23, 22.00, 8.39], [9.42, 22.76, 9.57], [11.81, 21.10, 11.12], [11.77, 19.76, 9.15], [9.95, 20.21, 7.40], [8.50, 22.32, 7.67], [8.77, 23.61, 9.68], [11.13, 11.76, 15.60], [10.80, 10.46, 15.60], [9.96, 9.88, 14.63], [9.50, 10.73, 13.64], [9.93, 12.04, 13.57], [10.75, 12.54, 14.55], [11.14, 9.79, 16.38], [9.75, 8.82, 14.65], [8.89, 10.39, 12.82], [9.66, 12.66, 12.73], [11.19, 13.52, 14.48], [6.23, 20.97, 15.85], [7.10, 20.08, 16.29], [8.51, 20.33, 16.36], [8.92, 21.65, 16.08], [8.01, 22.64, 15.70], [6.67, 22.21, 15.58], [6.74, 19.14, 16.68], [9.21, 19.60, 16.72], [9.93, 21.96, 16.30], [8.31, 23.63, 15.41], [5.99, 22.96, 15.20], [8.01, 17.15, 13.23], [7.55, 15.69, 13.38], [7.30, 15.22, 14.81], [8.30, 15.39, 15.80], [7.98, 14.85, 17.04], [6.27, 15.48, 12.67], [8.97, 17.11, 13.74], [7.48, 17.86, 13.85], [8.16, 17.50, 12.20], [8.34, 15.03, 13.02], [6.93, 14.20, 14.68], [6.46, 15.80, 15.20], [8.42, 15.39, 17.88], [8.50, 13.89, 16.96], [6.93, 14.67, 17.26], [6.46, 15.58, 11.68], [6.00, 14.51, 12.77], [10.68, 20.12, 13.41], [11.77, 20.25, 14.46], [12.26, 18.87, 14.98], [11.20, 18.25, 15.68], [11.24, 16.84, 15.74], [12.87, 20.98, 13.93], [10.29, 21.09, 13.09], [9.73, 19.67, 13.70], [10.96, 19.51, 12.55], [11.39, 20.73, 15.36], [13.17, 18.93, 15.58], [12.60, 18.28, 14.14], [11.13, 16.40, 14.75], [10.45, 16.33, 16.27], [12.18, 16.51, 16.17], [12.66, 21.96, 14.04], [13.56, 20.88, 14.65], [15.32, 21.70, 17.41], [16.20, 20.45, 17.11], [16.67, 20.42, 15.70], [15.60, 20.14, 14.77], [15.80, 19.95, 13.39], [17.34, 20.46, 18.06], [14.72, 22.03, 16.57], [15.94, 22.51, 17.79], [14.60, 21.54, 18.20], [15.48, 19.67, 17.36], [17.51, 19.77, 15.45], [17.09, 21.42, 15.58], [16.57, 19.22, 13.17], [15.87, 20.84, 12.76], [14.84, 19.55, 13.07], [17.03, 20.31, 19.01], [17.97, 19.70, 17.83]]
}



No. 2
{
  "formula": "C42H65BaN9O4",
  "method": "ωB97M-V/def2-TZVPD",
  "gap_ev": 5.445,
  "e_lumo_ev": -0.3,
  "energy_ha": -2458.6061,
  "elements": ["Ba", "C", "C", "C", "O", "C", "C", "C", "O", "O", "O", "H", "H", "C", "C", "C", "C", "N", "H", "H", "H", "H", "H", "H", "H", "C", "C", "C", "C", "N", "H", "H", "H", "H", "H", "H", "H", "C", "C", "C", "C", "N", "H", "H", "H", "H", "H", "H", "H", "C", "C", "C", "C", "N", "H", "H", "H", "H", "H", "H", "H", "C", "C", "C", "C", "N", "H", "H", "H", "H", "H", "H", "H", "C", "C", "C", "C", "N", "H", "H", "H", "H", "H", "H", "H", "C", "C", "C", "C", "N", "H", "H", "H", "H", "H", "H", "H", "C", "C", "C", "C", "N", "H", "H", "H", "H", "H", "H", "H", "C", "C", "C", "C", "N", "H", "H", "H", "H", "H", "H", "H"],
  "xyz": [[-0.62, -0.11, -0.23], [1.00, 3.15, -3.35], [0.29, 2.25, -2.46], [-1.34, 2.28, -2.58], [-1.95, 1.52, -1.80], [-2.00, 3.30, -3.43], [-1.20, 4.11, -4.20], [0.33, 4.04, -4.11], [1.06, 4.90, -4.76], [-1.87, 4.98, -4.89], [0.81, 1.53, -1.59], [2.08, 3.10, -3.38], [-3.08, 3.29, -3.43], [0.66, 1.36, 4.80], [1.95, 2.09, 4.42], [1.99, 3.54, 4.83], [0.72, 4.29, 4.65], [-0.29, 4.86, 4.45], [0.88, 0.30, 4.63], [-0.18, 1.58, 4.14], [0.31, 1.58, 5.81], [2.03, 2.03, 3.33], [2.80, 1.54, 4.82], [2.80, 4.09, 4.34], [2.33, 3.60, 5.86], [2.90, -2.72, -5.36], [3.82, -2.46, -4.14], [3.13, -2.76, -2.75], [1.93, -1.98, -2.48], [0.96, -1.39, -2.26], [2.45, -3.71, -5.22], [3.31, -2.84, -6.36], [2.08, -2.01, -5.45], [4.21, -1.44, -4.10], [4.74, -3.04, -4.22], [3.85, -2.58, -1.95], [2.87, -3.81, -2.69], [-2.59, -5.19, -1.30], [-1.42, -5.99, -0.72], [-0.14, -5.16, -0.87], [-0.12, -3.80, -0.20], [-0.11, -2.78, 0.34], [-2.40, -4.81, -2.31], [-2.78, -4.34, -0.65], [-3.49, -5.81, -1.36], [-1.17, -6.92, -1.24], [-1.58, -6.24, 0.33], [0.05, -4.95, -1.92], [0.76, -5.66, -0.50], [3.41, -1.34, 4.15], [2.71, -2.47, 3.34], [2.63, -3.79, 4.09], [3.85, -4.26, 4.79], [4.84, -4.61, 5.34], [4.42, -1.69, 4.37], [2.80, -1.10, 5.02], [3.49, -0.42, 3.57], [3.25, -2.65, 2.42], [1.73, -2.14, 2.99], [2.42, -4.57, 3.36], [1.88, -3.71, 4.88], [4.49, 1.34, -2.39], [4.49, 2.20, -1.07], [4.27, 1.44, 0.34], [3.08, 0.62, 0.37], [2.14, -0.04, 0.44], [4.77, 1.96, -3.23], [3.48, 0.95, -2.54], [5.27, 0.58, -2.36], [3.79, 3.02, -1.22], [5.50, 2.61, -1.04], [4.21, 2.09, 1.21], [5.07, 0.74, 0.57], [-0.69, 6.46, 1.63], [-0.01, 5.77, 0.45], [0.81, 4.54, 0.73], [0.08, 3.31, 1.05], [-0.52, 2.35, 1.31], [-1.43, 5.83, 2.11], [-1.17, 7.39, 1.31], [-0.05, 6.67, 2.49], [0.60, 6.56, 0.00], [-0.75, 5.58, -0.32], [1.51, 4.67, 1.56], [1.40, 4.24, -0.14], [-1.21, -1.97, -5.11], [-2.48, -1.09, -5.23], [-3.51, -1.58, -4.16], [-3.01, -1.63, -2.82], [-2.60, -1.66, -1.73], [-0.57, -1.57, -4.31], [-0.64, -1.91, -6.04], [-1.46, -3.02, -4.99], [-2.77, -1.17, -6.27], [-2.24, -0.06, -4.98], [-3.83, -2.59, -4.42], [-4.40, -0.94, -4.12], [-6.30, -0.47, -1.74], [-5.50, 0.79, -1.97], [-4.99, 1.46, -0.72], [-4.02, 0.73, 0.15], [-3.23, 0.17, 0.80], [-7.22, -0.27, -1.20], [-5.76, -1.18, -1.13], [-6.54, -0.93, -2.70], [-6.17, 1.53, -2.42], [-4.72, 0.66, -2.72], [-5.81, 1.62, -0.02], [-4.41, 2.37, -0.90], [-1.43, -1.29, 6.25], [-2.71, -1.41, 5.48], [-2.72, -0.48, 4.22], [-1.60, -0.70, 3.35], [-0.70, -0.88, 2.62], [-0.58, -1.55, 5.63], [-1.39, -1.96, 7.11], [-1.29, -0.27, 6.59], [-3.51, -1.15, 6.17], [-2.90, -2.44, 5.16], [-2.70, 0.58, 4.47], [-3.62, -0.63, 3.63]]
}



No. 3
{
  "formula": "C42H65ClN5O28S2",
  "method": "ωB97M-V/def2-TZVPD",
  "gap_ev": 7.632,
  "e_lumo_ev": -3.6,
  "energy_ha": -5276.0276,
  "charge": 1,
  "elements": ["C", "C", "N", "C", "C", "C", "C", "C", "N", "N", "N", "N", "C", "C", "C", "O", "C", "C", "C", "C", "S", "O", "O", "O", "C", "C", "C", "C", "C", "S", "O", "O", "Cl", "C", "C", "O", "H", "H", "H", "H", "H", "H", "H", "H", "H", "H", "H", "H", "H", "H", "H", "H", "H", "H", "H", "H", "H", "H", "H", "H", "H", "H", "H", "H", "H", "H", "H", "H", "H", "H", "H", "H", "H", "C", "C", "O", "C", "O", "O", "H", "H", "H", "H", "C", "C", "O", "C", "O", "O", "H", "H", "H", "H", "C", "C", "O", "C", "O", "O", "H", "H", "H", "H", "C", "C", "O", "C", "O", "O", "H", "H", "H", "H", "C", "C", "O", "C", "O", "O", "H", "H", "H", "H", "C", "C", "O", "C", "O", "O", "H", "H", "H", "H", "C", "C", "O", "C", "O", "O", "H", "H", "H", "H"],
  "xyz": [[5.84, 0.05, 2.73], [5.10, 1.40, 2.21], [4.00, 0.96, 1.31], [2.70, 0.79, 2.01], [2.08, 2.12, 2.64], [0.50, 2.03, 2.68], [-0.22, 1.39, 3.85], [0.73, 0.88, 5.05], [1.20, 1.99, 5.92], [-1.56, 1.17, 4.07], [-2.26, 1.66, 3.05], [-3.65, 1.48, 3.19], [-4.04, 0.05, 2.98], [-4.13, 2.03, 4.46], [-5.38, 1.34, 5.21], [-3.66, 3.05, 5.01], [-1.85, 2.31, 1.90], [-2.96, 2.83, 0.87], [-3.62, 4.23, 1.28], [-2.88, 5.41, 0.45], [-1.67, 6.34, 1.51], [-1.39, 5.66, 2.82], [-2.27, 7.68, 1.80], [-0.28, 6.56, 0.60], [-0.39, 2.56, 1.56], [0.17, 3.26, 0.26], [0.45, 2.07, -0.82], [-0.62, 2.04, -2.02], [-1.64, 0.81, -1.90], [-2.11, 0.17, -3.60], [-3.06, 1.13, -4.27], [-0.89, -0.02, -4.48], [-3.19, -1.59, -3.25], [3.88, 1.77, 0.09], [3.79, 0.95, -1.29], [3.89, 3.02, 0.03], [5.18, -0.83, 2.40], [5.91, 0.04, 3.87], [6.86, 0.02, 2.23], [5.85, 2.00, 1.58], [4.79, 2.08, 3.07], [2.82, -0.04, 2.78], [1.94, 0.41, 1.23], [2.34, 3.08, 2.06], [2.56, 2.27, 3.67], [1.66, 0.35, 4.63], [0.21, 0.10, 5.70], [1.43, 1.63, 6.86], [0.42, 2.66, 5.96], [-3.33, -0.37, 2.18], [-3.94, -0.61, 3.90], [-5.08, 0.04, 2.51], [-6.29, 1.47, 4.52], [-5.22, 0.24, 5.42], [-5.65, 1.91, 6.17], [-3.81, 2.06, 0.74], [-2.47, 2.92, -0.15], [-4.69, 4.22, 0.85], [-3.61, 4.41, 2.40], [-2.43, 5.05, -0.54], [-3.69, 6.16, 0.15], [-0.41, 6.22, -0.32], [-0.58, 3.97, -0.23], [1.13, 3.81, 0.56], [1.53, 2.09, -1.17], [0.33, 1.07, -0.25], [0.01, 2.00, -2.98], [-1.26, 2.99, -2.05], [-2.62, 1.09, -1.40], [-1.19, -0.03, -1.26], [3.10, 0.06, -1.11], [3.44, 1.65, -2.11], [4.85, 0.53, -1.49], [-7.54, 4.38, -1.89], [-8.57, 3.29, -1.96], [-8.31, 2.52, -0.80], [-7.68, 3.33, 0.09], [-7.47, 3.05, 1.24], [-7.33, 4.51, -0.49], [-7.90, 5.31, -2.32], [-6.60, 4.10, -2.36], [-9.59, 3.67, -1.91], [-8.47, 2.68, -2.86], [2.73, -3.74, 2.03], [1.42, -4.26, 1.53], [0.47, -3.36, 2.10], [1.13, -2.20, 2.36], [0.59, -1.18, 2.69], [2.47, -2.35, 2.20], [3.54, -3.91, 1.33], [3.01, -4.17, 3.00], [1.33, -4.22, 0.44], [1.22, -5.29, 1.86], [1.66, -1.95, -2.89], [1.46, -2.87, -4.06], [1.90, -4.13, -3.55], [1.79, -4.08, -2.20], [1.92, -5.03, -1.48], [1.51, -2.82, -1.77], [0.93, -1.15, -2.86], [2.66, -1.52, -2.87], [0.41, -2.96, -4.35], [2.04, -2.58, -4.93], [3.64, -3.87, -9.31], [4.35, -3.93, -8.00], [3.55, -3.10, -7.16], [2.31, -3.07, -7.70], [1.35, -2.60, -7.16], [2.29, -3.65, -8.93], [3.74, -4.80, -9.88], [3.98, -3.03, -9.93], [4.37, -4.94, -7.58], [5.37, -3.56, -8.06], [-1.20, -4.49, 0.14], [-2.44, -5.09, -0.45], [-3.47, -4.23, 0.03], [-2.89, -3.03, 0.31], [-3.50, -2.03, 0.58], [-1.54, -3.11, 0.25], [-0.33, -4.62, -0.50], [-0.97, -4.88, 1.13], [-2.44, -5.06, -1.54], [-2.60, -6.11, -0.12], [6.36, -0.77, 7.74], [7.82, -1.07, 7.57], [7.83, -2.00, 6.49], [6.70, -1.79, 5.78], [6.47, -2.29, 4.71], [5.84, -0.95, 6.43], [6.18, 0.25, 8.09], [5.86, -1.47, 8.42], [8.40, -0.19, 7.29], [8.26, -1.51, 8.47], [-1.04, -2.35, -6.95], [-2.43, -2.13, -7.45], [-2.93, -3.46, -7.60], [-2.20, -4.25, -6.76], [-2.47, -5.39, -6.51], [-1.13, -3.58, -6.25], [-0.71, -1.55, -6.29], [-0.32, -2.46, -7.76], [-3.05, -1.60, -6.73], [-2.45, -1.60, -8.40]]
}